a | Formula: C28H42O21
Source: the OMol25 dataset
Level of theory: ωB97M-V with the def2-TZVPD basis set

Structure (ORCA input):
```
! wB97M-V def2-TZVPD RIJCOSX def2/J DEFGRID3
* xyz 0 1
C 28.49313 7.43684 -11.91646
C 27.08846 7.65472 -12.42052
C 26.05565 6.58305 -12.09002
O 24.94865 7.26974 -11.52884
C 25.41775 8.42027 -10.99523
O 24.89484 9.07980 -10.17234
O 26.62502 8.73490 -11.58260
H 28.44034 6.90003 -10.96620
H 29.05183 8.35738 -11.77435
H 29.05608 6.80145 -12.60969
H 27.11807 7.99958 -13.45728
H 26.53100 5.81797 -11.47794
H 25.77662 6.12997 -13.04117
C 25.64035 6.58534 -7.43194
C 25.26653 5.14536 -7.84374
C 26.29416 4.34865 -8.62495
O 26.33238 3.04652 -8.08504
C 25.61520 3.05357 -6.93904
O 25.34638 2.07098 -6.33044
O 25.18573 4.31013 -6.63386
H 26.63122 6.87491 -7.78192
H 25.66537 6.72336 -6.35327
H 24.83383 7.18656 -7.84559
H 24.28563 5.11068 -8.32206
H 27.22750 4.84899 -8.32849
H 26.37180 4.29640 -9.70768
C 25.83873 2.22137 -2.78332
C 26.29688 3.47707 -2.03172
C 25.64943 4.78820 -2.51291
O 25.04164 5.27518 -1.35411
C 25.16044 4.48827 -0.30145
O 24.82090 4.72499 0.80806
O 25.90874 3.39216 -0.66150
H 25.92925 2.24647 -3.87402
H 24.74569 2.15715 -2.74693
H 26.33369 1.32539 -2.41726
H 27.38448 3.52039 -2.08755
H 24.91542 4.54505 -3.28020
H 26.47391 5.39547 -2.87995
C 25.02203 13.52241 -8.42916
C 25.35252 12.12480 -8.90189
C 26.81415 11.62262 -8.63951
O 26.55178 10.61069 -7.63451
C 25.26459 10.50199 -7.29820
O 24.82109 9.78538 -6.43928
O 24.55981 11.30153 -8.04417
H 24.03267 13.77690 -8.81162
H 25.76974 14.23461 -8.78355
H 24.91203 13.61163 -7.34806
H 24.92888 12.06271 -9.90336
H 27.55606 12.27710 -8.18806
H 27.19554 10.91132 -9.37603
C 23.63154 -0.87103 -2.79731
C 24.75364 -1.55389 -3.68045
C 24.98581 -0.78085 -5.00425
O 26.43184 -0.65782 -4.96429
C 26.96621 -1.21836 -3.90652
O 28.15198 -1.37292 -3.76213
O 26.02960 -1.44846 -3.01985
H 24.16099 -0.01708 -2.37816
H 23.26481 -1.56298 -2.04712
H 22.87608 -0.50791 -3.49132
H 24.59175 -2.62248 -3.81212
H 24.50651 0.19138 -5.05115
H 24.73851 -1.44169 -5.82968
C 32.61105 3.08166 -10.30290
C 31.61912 4.24455 -10.29618
C 30.11431 3.92738 -10.50890
O 29.51787 4.76365 -9.55007
C 30.42393 5.40900 -8.79151
O 30.10232 6.21433 -7.97865
O 31.68090 5.09172 -9.14954
H 33.60111 3.53427 -10.40634
H 32.61500 2.47026 -11.20662
H 32.56611 2.45270 -9.41747
H 31.85715 4.93810 -11.10868
H 29.87521 2.86563 -10.41198
H 29.79676 4.19246 -11.51952
C 22.20919 2.93474 -4.89931
C 21.29976 2.05712 -5.74614
C 21.57811 2.08852 -7.24586
O 22.11509 0.77350 -7.50164
C 22.00923 -0.00763 -6.40888
O 22.27099 -1.16132 -6.36435
O 21.50808 0.72136 -5.37756
H 22.04454 4.01150 -5.04817
H 23.26974 3.00233 -5.15528
H 21.93197 2.69130 -3.87493
H 20.23551 2.29275 -5.67798
H 22.31848 2.82582 -7.54662
H 20.65323 2.11796 -7.81979
*
```

The value obtained for the HOMO-LUMO gap is 10.1 eV. The SMILES is C[C@H]1COC(=O)O1.C[C@H]1COC(=O)O1.C[C@H]1COC(=O)O1.C[C@H]1COC(=O)O1.C[C@H]1COC(=O)O1.C[C@H]1COC(=O)O1.C[C@H]1COC(=O)O1. The value obtained for the highest occupied orbital energy is -10.17 eV.



b | Formula: C28H42O21
Source: the OMol25 dataset
Level of theory: ωB97M-V with the def2-TZVPD basis set

Structure (ORCA input):
```
! wB97M-V def2-TZVPD RIJCOSX def2/J DEFGRID3
* xyz 0 1
C -6.87578 0.79432 -5.52120
C -6.23191 1.89161 -4.67584
C -4.80796 1.66928 -4.17409
O -3.99234 2.57959 -4.86429
C -4.74467 3.47424 -5.44993
O -4.31228 4.52912 -5.85962
O -5.99276 3.09122 -5.38317
H -6.80977 -0.09543 -4.89503
H -6.31080 0.53297 -6.41594
H -7.89761 1.05809 -5.79399
H -6.87495 2.10893 -3.82299
H -4.53727 0.62657 -4.34013
H -4.85992 1.91218 -3.11277
C -0.76489 6.34920 -0.12550
C -0.84045 7.08579 1.23850
C 0.32876 7.97338 1.53497
O -0.27689 9.10022 1.96401
C -1.59805 9.07869 1.87567
O -2.37472 9.97908 2.17945
O -1.93865 7.98668 1.24708
H -1.61685 5.68791 -0.28349
H 0.15863 5.77022 -0.12757
H -0.64217 7.10290 -0.90331
H -0.88630 6.37701 2.06532
H 0.85435 8.20194 0.60781
H 0.96201 7.51786 2.29628
C 8.22670 8.32334 -3.66349
C 7.02999 7.91560 -2.79179
C 5.74356 8.63536 -2.90334
O 4.81130 7.61203 -2.69601
C 5.40637 6.41372 -2.95194
O 4.79949 5.37245 -3.06445
O 6.72832 6.62191 -3.23653
H 9.17449 7.78617 -3.62801
H 8.57460 9.28701 -3.29146
H 7.88666 8.50229 -4.68352
H 7.30258 7.81404 -1.74132
H 5.69308 9.21655 -3.82408
H 5.61115 9.41928 -2.15766
C -5.10220 -8.16714 -2.87926
C -5.90704 -7.07408 -2.04205
C -5.76916 -5.69568 -2.56826
O -7.08685 -5.23346 -2.58631
C -7.95182 -6.20920 -2.36888
O -9.16451 -6.10849 -2.49674
O -7.30498 -7.29968 -2.12107
H -4.02910 -8.16968 -2.68807
H -5.21193 -7.88755 -3.92707
H -5.58370 -9.14266 -2.94700
H -5.52472 -7.11609 -1.02216
H -5.28275 -5.54705 -3.53232
H -5.16061 -5.16578 -1.83548
C -0.78506 0.01733 0.37812
C -0.13817 -0.46693 -0.93805
C 1.31200 -0.82383 -0.88874
O 1.41904 -2.20647 -1.27890
C 0.17869 -2.62271 -1.42063
O -0.18227 -3.78341 -1.53871
O -0.77247 -1.64018 -1.21809
H -0.54517 1.05128 0.62610
H -0.45470 -0.57599 1.23072
H -1.87436 0.00867 0.41627
H -0.35964 0.25372 -1.72527
H 1.54769 -0.72006 0.17041
H 1.95066 -0.17603 -1.48921
C 0.45759 -6.12970 2.60062
C 1.71112 -6.76957 2.17972
C 2.87769 -5.86345 2.15739
O 3.84101 -6.46005 2.98097
C 3.37834 -7.62627 3.38421
O 4.00070 -8.44610 4.06496
O 2.12417 -7.75655 3.06505
H 0.11629 -5.31912 1.95673
H 0.33599 -5.79443 3.63062
H -0.32956 -6.85172 2.38336
H 1.60553 -7.28119 1.22306
H 2.66659 -4.82976 2.43129
H 3.38512 -5.82105 1.19364
C 2.39443 -2.06180 7.02491
C 3.31574 -3.31396 7.32394
C 4.82077 -3.05577 7.28034
O 5.35096 -3.85193 8.32142
C 4.30328 -4.20805 9.11173
O 4.44208 -4.82407 10.17444
O 3.14650 -3.85697 8.50533
H 1.38814 -2.43323 7.21867
H 2.42978 -1.70453 5.99574
H 2.61701 -1.20727 7.66393
H 3.14122 -4.06847 6.55689
H 5.02782 -1.98993 7.37646
H 5.13017 -3.27756 6.25898
*
```

The value obtained for the HOMO-LUMO gap is 10.5 eV. The SMILES is C[C@H]1COC(=O)O1.C[C@H]1COC(=O)O1.C[C@H]1COC(=O)O1.C[C@H]1COC(=O)O1.C[C@H]1COC(=O)O1.C[C@H]1COC(=O)O1.C[C@H]1COC(=O)O1. The value obtained for the highest occupied orbital energy is -10.84 eV.



Which structure is the most stable? The one labeled a.



a | Formula: C7H9NS
Source: the OMol25 dataset
Level of theory: ωB97M-V with the def2-TZVPD basis set

Structure (ORCA input):
```
! wB97M-V def2-TZVPD RIJCOSX def2/J DEFGRID3
* xyz 0 1
C 1.59597 -1.20978 0.57453
C 0.21437 -0.80378 0.34838
C -0.90950 -1.64481 0.33776
N -1.93714 -1.48335 -0.61939
C -2.85087 -0.62559 -0.74128
S -3.03844 0.90152 0.22763
C -1.54112 0.52892 0.98014
C -0.36806 0.51920 0.24253
C -0.10193 1.59083 -0.86192
H 1.80077 -1.44805 1.68225
H 2.24849 -0.49092 0.15027
H 1.95115 -2.13813 0.15155
H -0.81293 -2.67882 0.61412
H -3.60006 -0.81595 -1.46743
H -1.58091 0.20533 2.11067
H 0.92244 1.84623 -0.91521
H -0.46809 2.57415 -0.54673
H -0.33639 1.35231 -1.93021
*
```

The value obtained for the HOMO-LUMO gap (spin up / spin down) is 9.0 / 9.0 eV. The SMILES is CC1=CN=CSC=C1C. The value obtained for the highest occupied orbital energy (spin up / spin down) is -8.42 / -8.42 eV.



b | Formula: C7H9NS
Source: the OMol25 dataset
Level of theory: ωB97M-V with the def2-TZVPD basis set

Structure (ORCA input):
```
! wB97M-V def2-TZVPD RIJCOSX def2/J DEFGRID3
* xyz 0 1
C 1.14852 2.65863 0.00234
C 1.05418 1.16232 0.05960
C -0.05811 0.46059 -0.09829
S -1.66359 1.19491 -0.14446
N -2.85209 0.07020 0.02841
C -2.58278 -1.16572 0.10165
C -1.32516 -1.71712 0.04663
C -0.19028 -0.97568 -0.10791
C 1.19243 -1.60917 -0.21340
H 1.88270 2.96876 -0.60045
H 1.42458 2.99936 0.95164
H 0.22133 3.16923 -0.07672
H 1.87218 0.50930 0.14099
H -3.44951 -1.69313 0.39172
H -1.28752 -2.75632 -0.12144
H 1.78340 -1.24851 -0.93254
H 1.28456 -2.69293 -0.25331
H 1.54517 -1.33471 0.82554
*
```

The value obtained for the HOMO-LUMO gap is 7.7 eV. The SMILES is C/C=C1\SN=CC=C1C. The value obtained for the highest occupied orbital energy is -7.56 eV.



Which structure is the most stable? The one labeled b.



a | Formula: C9H11O3
Source: the OMol25 dataset
Level of theory: ωB97M-V with the def2-TZVPD basis set

Structure (ORCA input):
```
! wB97M-V def2-TZVPD RIJCOSX def2/J DEFGRID3
* xyz -1 1
C -2.74116 -1.61665 2.26748
C 0.43844 -0.69443 -0.41720
C 0.66269 -1.58198 0.68038
C -0.81530 -0.05411 -0.57983
C -0.39799 -2.03784 1.45673
C -1.86873 -0.48375 0.25350
C -1.57691 -1.28731 1.36637
O 1.48328 -0.52557 -1.19753
H 1.31776 0.45895 -1.93734
H 1.61061 -2.11288 0.62665
H -0.89664 0.67781 -1.35824
H -0.16034 -2.95035 1.99593
H -2.84219 -0.07325 0.01680
H -2.81772 -2.67124 2.52940
H -3.70492 -1.21251 1.98158
H -2.61249 -1.10894 3.25560
C 2.46524 2.45459 -0.99357
C 1.65310 2.47325 -2.29414
O 1.35038 1.30213 -2.76284
O 1.40711 3.52551 -2.87167
H 2.99713 3.40648 -0.92002
H 3.16464 1.62364 -1.01493
H 1.88399 2.48846 -0.08311
*
```

The value obtained for the HOMO-LUMO gap is 7.4 eV. The value obtained for the highest occupied orbital energy is -3.93 eV.



b | Formula: C9H11O3
Source: the OMol25 dataset
Level of theory: ωB97M-V with the def2-TZVPD basis set

Structure (ORCA input):
```
! wB97M-V def2-TZVPD RIJCOSX def2/J DEFGRID3
* xyz -1 1
C -4.00402 0.04954 -1.97118
C -0.38104 1.25790 -0.92603
C -0.33802 0.85784 0.44996
C -1.58223 1.15922 -1.59750
C -2.75661 0.56983 -1.15259
C -1.48078 0.33786 1.02091
C -2.71093 0.16010 0.15524
O 0.75119 1.22743 1.09654
H 0.45296 1.42935 -1.55688
H -1.67785 1.33898 -2.81059
H -1.56236 0.06041 2.06943
H 1.52697 0.93126 0.46572
H -3.78190 -0.32361 -3.02276
H -4.61210 0.93676 -1.95407
H -3.51389 -0.32453 0.57176
H -4.69222 -0.48490 -1.30178
C 2.36630 -1.14753 1.91674
C 2.99158 -1.29648 0.51429
O 4.10628 -1.88169 0.69300
O 2.43014 -0.82365 -0.48558
H 2.70227 -2.09587 2.57520
H 1.31788 -0.98337 1.67700
H 2.91375 -0.35089 2.39619
*
```

The value obtained for the HOMO-LUMO gap is 6.9 eV. The value obtained for the highest occupied orbital energy is -3.87 eV.



Which structure is the most stable? The one labeled a.



a | Formula: C4H8BrN
Source: the OMol25 dataset
Level of theory: ωB97M-V with the def2-TZVPD basis set

Structure (ORCA input):
```
! wB97M-V def2-TZVPD RIJCOSX def2/J DEFGRID3
* xyz 0 1
C 1.09491 -0.39216 1.55554
C 0.58777 0.52684 -2.23197
C -1.24882 -0.30739 1.61110
C 0.64902 1.37538 -1.09063
N 0.01666 -0.70469 2.14021
Br 1.79840 2.89076 -1.24658
H 2.02993 -0.68566 1.91786
H -0.44098 0.27185 -2.27416
H 1.13502 -0.31407 -1.96770
H 0.83541 0.87304 -3.27048
H -2.04077 -0.95773 1.26321
H -1.06426 0.38892 0.70645
H -1.56646 0.34334 2.44768
H 1.07695 0.20204 0.70290
*
```

The value obtained for the HOMO-LUMO gap is 7.7 eV. The value obtained for the highest occupied orbital energy is -8.46 eV.



b | Formula: C4H8BrN
Source: the OMol25 dataset
Level of theory: ωB97M-V with the def2-TZVPD basis set

Structure (ORCA input):
```
! wB97M-V def2-TZVPD RIJCOSX def2/J DEFGRID3
* xyz 0 1
C 1.73155 -0.75638 -0.20825
C -0.40612 1.66625 0.09787
C -1.44511 -0.70881 0.20380
C -0.70037 0.35277 -0.49838
N 1.70992 -1.91696 0.13953
Br 3.12229 0.55609 -0.40442
H -1.13689 2.40971 -0.24501
H -0.44262 1.62769 1.18434
H 0.57459 2.02837 -0.22304
H -1.70266 -0.41043 1.21683
H -0.84947 -1.62466 0.25243
H -2.35774 -0.96068 -0.34223
H -0.58387 0.25643 -1.56816
H 2.48649 -2.51937 0.39469
*
```

The value obtained for the HOMO-LUMO gap (spin up / spin down) is 7.0 / 8.5 eV. The value obtained for the highest occupied orbital energy (spin up / spin down) is -7.45 / -7.93 eV.



Which structure is the most stable? The one labeled b.